{"formula": "C41H33F3N2O31P2Si", "method": "ωB97M-V/def2-TZVPD", "smiles": "C[C@@H](F)C[Si@](ON=O)(PP(=O)(O)O)N(C(=O)F)C(=O)F.O=C1C=C(O)C(=O)C=C1O.O=C1C=C(O)C(=O)C=C1O.O=C1C=C(O)C(=O)C=C1O.O=C1C=C(O)C(=O)C=C1O.O=C1C=C(O)C(=O)C=C1O.O=C1C=C(O)C(=O)C=C1O", "e_homo_ev": -9.3, "total_charge": 0, "fmax_ev_per_a": 5.0, "lumo_energy_ev": -1.66, "gap_ev": 7.641, "e_tot_ev": -144110.242, "elements": ["C", "C", "F", "C", "Si", "O", "N", "O", "P", "P", "O", "O", "O", "N", "C", "O", "F", "C", "O", "F", "H", "H", "H", "H", "H", "H", "H", "H", "H", "O", "C", "C", "C", "O", "C", "O", "C", "C", "O", "H", "H", "H", "H", "O", "C", "C", "C", "O", "C", "O", "C", "C", "O", "H", "H", "H", "H", "O", "C", "C", "C", "O", "C", "O", "C", "C", "O", "H", "H", "H", "H", "O", "C", "C", "C", "O", "C", "O", "C", "C", "O", "H", "H", "H", "H", "O", "C", "C", "C", "O", "C", "O", "C", "C", "O", "H", "H", "H", "H", "O", "C", "C", "C", "O", "C", "O", "C", "C", "O", "H", "H", "H", "H"], "xyz": [[-1.232813, -0.109944, 4.063770], [-0.574716, 0.564409, 2.837256], [-0.328284, 1.911197, 3.226398], [0.803389, -0.014272, 2.415955], [0.943852, -1.893715, 2.386989], [2.528185, -2.250548, 1.791398], [2.652711, -1.650781, 0.516187], [2.846276, -2.455435, -0.304802], [-0.477627, -2.943515, 1.043743], [-2.120758, -1.670188, 0.405933], [-1.698882, -0.482412, -0.339739], [-3.129093, -1.305487, 1.667863], [-3.052342, -2.588546, -0.617180], [0.846062, -2.535679, 4.050673], [0.601219, -3.944052, 4.085138], [1.225212, -4.724118, 3.507988], [-0.430009, -4.345309, 4.851516], [1.942419, -2.153805, 4.881772], [2.842802, -2.839625, 5.113203], [1.891506, -0.908375, 5.385083], [-1.619624, -1.128887, 3.881591], [-2.119965, 0.514105, 4.325356], [-0.562582, -0.040689, 4.947334], [-1.295282, 0.643939, 1.997262], [1.551227, 0.342410, 3.167485], [1.133830, 0.371082, 1.426745], [-1.094224, -3.956869, 1.841214], [-3.137769, -2.050334, 2.292613], [-2.985592, -3.515811, -0.324854], [-6.517076, -4.731652, -2.655103], [-6.457017, -3.688303, -3.281138], [-7.438482, -3.315780, -4.295204], [-7.314996, -2.164029, -4.965282], [-8.199564, -1.793719, -5.900842], [-6.177539, -1.226266, -4.705289], [-6.101823, -0.201425, -5.353431], [-5.208065, -1.588424, -3.673937], [-5.334916, -2.737801, -3.003554], [-4.461004, -3.096883, -2.047881], [-8.253657, -4.002915, -4.474588], [-7.887405, -0.929364, -6.238290], [-4.400223, -0.894369, -3.483498], [-4.778937, -3.963493, -1.727343], [1.048646, 0.248832, -1.040125], [1.352774, 0.633353, -2.153891], [2.737629, 0.853890, -2.558178], [3.027363, 1.294505, -3.788704], [4.295607, 1.499218, -4.174161], [1.945888, 1.579247, -4.789533], [2.247350, 1.996093, -5.891592], [0.562665, 1.335877, -4.392077], [0.273579, 0.891237, -3.162146], [-0.989023, 0.660508, -2.782172], [3.506053, 0.646976, -1.826123], [4.265678, 1.819397, -5.101841], [-0.205175, 1.528491, -5.128389], [-0.954084, 0.342432, -1.851578], [4.893037, -2.909729, 11.657300], [5.263654, -2.546694, 10.556320], [6.669807, -2.333806, 10.223438], [7.020397, -1.918055, 9.001396], [8.301498, -1.716024, 8.665079], [5.998001, -1.654604, 7.940822], [6.363535, -1.260012, 6.850458], [4.593978, -1.890992, 8.268539], [4.245177, -2.309347, 9.487633], [2.961249, -2.536688, 9.815218], [7.398517, -2.525352, 10.998692], [8.285057, -1.418900, 7.734804], [3.864952, -1.714472, 7.489287], [2.975861, -2.826939, 10.747797], [-7.379033, 0.503778, -8.368008], [-6.414173, 0.581284, -9.105919], [-5.807838, -0.585450, -9.739720], [-4.737709, -0.446295, -10.529421], [-4.160357, -1.497028, -11.126951], [-4.125004, 0.894243, -10.788862], [-3.140818, 0.967241, -11.500211], [-4.746054, 2.063770, -10.173605], [-5.818167, 1.924778, -9.386587], [-6.411312, 2.978482, -8.809572], [-6.258268, -1.548530, -9.542900], [-3.411793, -1.130721, -11.636436], [-4.304951, 3.028479, -10.382239], [-7.155233, 2.612111, -8.294093], [-2.791788, 0.559666, 12.054834], [-1.794858, 0.601425, 11.358258], [-1.196147, -0.588410, 10.760441], [-0.089202, -0.487517, 10.015618], [0.483376, -1.557303, 9.452040], [0.572791, 0.832471, 9.771464], [1.588486, 0.870401, 9.101943], [-0.039425, 2.025298, 10.349696], [-1.147761, 1.924628, 11.091336], [-1.734329, 3.000430, 11.633500], [-1.682291, -1.536108, 10.945885], [1.263993, -1.217072, 8.974691], [0.438020, 2.974964, 10.151857], [-2.510273, 2.659811, 12.119025], [4.976017, 2.928304, -6.442950], [5.062934, 3.986613, -7.039281], [4.110722, 4.391175, -8.065791], [4.260018, 5.557522, -8.703778], [3.401505, 5.958619, -9.649399], [5.398020, 6.479285, -8.394559], [5.501970, 7.520665, -9.014246], [6.337876, 6.083215, -7.348817], [6.186012, 4.919183, -6.709355], [7.030334, 4.528940, -5.743623], [3.294501, 3.715032, -8.280464], [3.730725, 6.826856, -9.952289], [7.145717, 6.764893, -7.121889], [6.705675, 3.658108, -5.444409]], "forces_ev_per_angstrom": [[-0.454, 1.108, 0.156], [0.095, 0.114, 0.288], [-0.102, -0.555, -0.182], [-0.265, -0.016, 0.198], [0.936, 1.547, 0.164], [-1.712, -0.384, 1.226], [0.510, -0.166, -1.273], [0.083, 0.469, 0.359], [0.035, -1.021, -0.632], [-2.255, 0.126, -0.459], [0.087, -0.022, 0.641], [1.169, -0.720, -1.009], [3.288, 0.814, 3.736], [-0.491, 0.599, 0.200], [-0.446, 1.061, 1.258], [1.167, -1.976, -1.600], [0.197, 1.033, -0.064], [-1.280, 0.684, -0.371], [1.962, -1.506, 0.972], [-0.720, -0.256, -0.659], [0.542, 0.413, 0.096], [0.526, -0.446, -0.250], [-0.285, -0.416, -0.640], [0.583, -0.255, 0.388], [-0.457, -0.291, -0.460], [-0.306, -0.213, 0.517], [0.003, 0.483, -0.051], [-0.170, 0.319, -0.068], [-0.206, 0.221, -0.335], [0.314, 0.118, 0.196], [-0.604, -0.126, -0.362], [0.140, -0.219, 0.243], [-0.725, -0.303, -0.352], [0.686, 0.301, 0.341], [0.513, 0.144, 0.341], [-0.234, -0.017, -0.178], [-0.063, 0.202, -0.186], [0.531, 0.160, 0.228], [-2.375, -0.900, -2.198], [0.005, 0.020, -0.019], [-0.089, -0.047, -0.161], [0.010, -0.027, 0.001], [-0.132, 0.018, -0.125], [-0.228, 0.037, -0.070], [0.650, 0.011, 0.092], [-0.291, -0.069, 0.189], [0.864, -0.075, 0.286], [-0.899, 0.012, -0.306], [-0.666, 0.000, -0.190], [0.232, -0.030, 0.102], [0.343, 0.076, -0.146], [-0.933, 0.027, -0.303], [0.977, -0.001, 0.305], [0.010, 0.011, -0.022], [0.129, 0.039, 0.078], [-0.007, 0.002, 0.030], [-0.345, -0.090, 0.023], [-0.340, 0.006, -0.147], [0.616, -0.029, 0.224], [-0.238, -0.068, 0.170], [0.648, -0.087, 0.399], [-0.609, 0.070, -0.342], [-0.584, 0.023, -0.259], [0.323, -0.027, 0.156], [0.134, 0.093, -0.180], [-0.545, 0.042, -0.375], [0.831, -0.059, 0.298], [0.002, 0.014, -0.018], [0.071, 0.000, 0.041], [0.036, -0.009, -0.019], [-0.113, 0.010, -0.033], [-0.054, 0.317, 0.099], [0.035, -0.683, -0.092], [-0.219, 0.144, 0.208], [-0.145, -0.761, -0.006], [0.128, 0.692, 0.013], [0.040, 0.693, 0.061], [-0.051, -0.369, -0.037], [0.199, -0.153, -0.172], [0.120, 0.755, 0.004], [-0.128, -0.700, -0.010], [0.022, 0.001, -0.009], [-0.005, -0.079, 0.006], [-0.011, -0.008, 0.025], [0.034, 0.089, 0.031], [0.030, 0.368, 0.009], [-0.041, -0.684, -0.068], [-0.209, 0.180, 0.188], [-0.204, -0.773, -0.054], [-0.179, 0.821, -0.026], [0.058, 0.686, 0.056], [-0.055, -0.367, -0.040], [0.214, -0.146, -0.158], [0.162, 0.739, -0.016], [-0.137, -0.687, 0.009], [0.021, 0.003, -0.007], [0.105, -0.195, 0.110], [-0.016, -0.006, 0.018], [0.019, 0.077, 0.008], [0.557, 0.136, 0.148], [-0.638, -0.036, -0.446], [0.090, -0.272, 0.212], [-0.624, -0.299, -0.298], [0.599, 0.271, 0.291], [0.543, 0.198, 0.332], [-0.302, -0.115, -0.154], [-0.106, 0.177, -0.212], [0.630, 0.281, 0.351], [-0.589, -0.288, -0.315], [0.000, 0.011, 0.023], [-0.069, -0.032, -0.044], [-0.001, -0.026, 0.005], [0.093, 0.036, 0.056]]}